Record 1
C25H45ClN3O19 | wB97M-V/def2-TZVPD

- DFT total energy (eV) = -82546.21628
- highest occupied orbital energy (eV) = -7.0
- maximum force (eV/A) = 3.19
- charge = -1
- lowest unoccupied orbital energy (eV) = 2.088

The geometry in XYZ format:
```
93
Properties=species:S:1:pos:R:3:lowdin_charge:R:1
Cl 11.53533 -9.90497 11.62548 0.660
O 11.15743 -11.19690 12.21581 -0.360
O 11.13585 -9.94048 10.21666 -0.393
O 10.82935 -8.85185 12.27644 -0.346
O 12.95663 -9.71081 11.73066 -0.340
C 13.10947 -15.45366 16.10499 -0.383
O 12.99480 -15.87411 17.23081 0.010
N 12.71608 -14.30301 15.58157 -0.189
C 12.81114 -14.06403 14.17183 -0.041
C 12.12457 -13.24236 16.35059 -0.025
H 13.75542 -16.03834 15.39209 0.143
H 12.88535 -15.02148 13.61268 0.105
H 13.59886 -13.36630 13.93613 0.066
H 11.90015 -13.50380 13.87798 0.090
H 11.89730 -13.61386 17.32365 0.077
H 12.79212 -12.31692 16.30017 0.111
H 11.19134 -12.85400 15.94647 0.071
C 16.65590 -11.51668 15.12484 -0.375
O 17.58596 -12.13542 14.65646 0.001
N 15.64012 -10.95547 14.47309 -0.172
C 14.64182 -10.19704 15.19998 -0.052
C 15.34524 -11.22891 13.08295 -0.056
H 16.62801 -11.39645 16.24121 0.142
H 13.60924 -10.37638 14.86722 0.096
H 14.84886 -9.12742 15.18103 0.096
H 14.76475 -10.53251 16.18982 0.031
H 16.02172 -11.98239 12.67381 0.088
H 14.29426 -11.60941 12.88121 0.086
H 15.57019 -10.41263 12.44690 0.070
C 12.77747 -10.71570 18.66798 -0.343
O 13.46988 -9.86975 18.13574 0.026
N 12.85667 -11.23560 19.91930 -0.182
C 13.71863 -10.54863 20.86265 -0.042
C 11.78595 -12.06193 20.38486 -0.071
H 11.92074 -11.13372 18.20818 0.081
H 13.68547 -11.13758 21.71268 0.054
H 13.36977 -9.59549 21.17456 0.085
H 14.76532 -10.55491 20.58803 0.094
H 11.14325 -12.30534 19.54570 0.055
H 12.08105 -12.99304 20.94515 0.106
H 11.17180 -11.35453 21.02736 0.112
C 12.04517 -6.31627 9.99457 -0.034
C 12.92228 -6.69927 8.89600 -0.288
C 12.66584 -8.12714 8.30780 -0.094
O 13.00669 -7.97670 6.95452 0.068
C 12.73356 -6.71221 6.60460 -0.600
O 12.69223 -6.35645 5.45128 0.126
O 12.58883 -5.95942 7.67574 0.079
H 12.02163 -7.00046 10.83648 0.067
H 10.99534 -6.23489 9.50569 0.134
H 12.34221 -5.35625 10.45465 0.092
H 13.95124 -6.39981 9.10271 0.158
H 11.60152 -8.35540 8.38763 0.123
H 13.23610 -8.91300 8.75645 0.126
C 7.87031 -9.13733 10.81956 0.002
C 7.50296 -10.64203 10.80418 -0.253
C 8.31989 -11.43842 9.75311 -0.108
O 8.53311 -12.68556 10.38550 0.048
C 8.37455 -12.55299 11.72640 -0.591
O 8.55480 -13.43092 12.52046 0.141
O 7.95175 -11.32987 12.00136 0.069
H 7.71024 -8.83442 9.77092 0.100
H 8.90607 -8.98046 11.00757 0.036
H 7.24030 -8.60643 11.49747 0.071
H 6.44090 -10.76988 10.69445 0.140
H 9.28370 -10.90882 9.62085 0.112
H 7.73394 -11.58101 8.86442 0.129
C 6.69857 -10.06837 15.24863 -0.023
C 7.74186 -11.08389 15.57783 -0.279
C 9.24690 -10.76518 15.27754 -0.117
O 9.78054 -10.41736 16.48439 0.073
C 9.03907 -10.87443 17.49722 -0.543
O 9.41436 -10.97468 18.64985 0.119
O 7.85341 -11.22703 17.01228 0.087
H 6.55761 -9.91248 14.20546 0.058
H 6.92943 -9.04605 15.71919 0.122
H 5.76024 -10.44897 15.70407 0.095
H 7.55490 -12.04082 15.09694 0.146
H 9.35113 -9.95742 14.55541 0.132
H 9.73134 -11.66063 14.82616 0.124
C 10.76741 -12.94785 7.63358 -0.003
C 11.87850 -12.84349 8.69214 -0.264
C 11.99630 -13.99266 9.72623 -0.048
O 13.42560 -14.12433 9.86394 0.062
C 14.01234 -13.57486 8.79784 -0.591
O 15.18406 -13.60946 8.52697 0.134
O 13.13277 -13.00201 7.96362 0.073
H 9.79158 -13.02037 8.05530 0.051
H 10.98699 -13.86268 7.07452 0.094
H 10.78026 -12.06165 7.03642 0.079
H 11.87151 -11.85672 9.11158 0.116
H 11.59786 -14.95579 9.35543 0.143
H 11.63105 -13.68761 10.70875 0.126
```


Record 2
C21H20IrN3O6S2 | wB97M-V/def2-TZVPD

- DFT total energy (eV) = -63359.79520
- 2S+1 = 2
- highest occupied orbital energy (spin up / spin down) (eV) = -11.1 / -11.0
- relative energy (zero: lowest compared OMol25 entry of this formula, charge and spin) (kJ/mol) = 69.4
- maximum force (eV/A) = 1.90
- charge = +1
- lowest unoccupied orbital energy (spin up / spin down) (eV) = -3.957 / -5.473

The geometry in XYZ format:
```
53
Properties=species:S:1:pos:R:3:mulliken_spin:R:1
Ir 0.36244 0.02432 -0.12199 0.480
C 4.32020 -0.92745 0.76764 -0.008
O 5.00160 0.16751 0.17126 0.023
C 4.34226 1.23158 -0.33416 0.068
C 5.12544 2.34646 -0.59963 -0.049
C 4.57894 3.52974 -1.07358 0.062
C 3.21703 3.63067 -1.26895 -0.022
C 2.40014 2.52651 -1.02061 0.011
C 0.97672 2.69217 -1.17983 -0.025
N 0.07662 1.80976 -0.93591 0.018
N -1.25265 2.20529 -1.06301 -0.006
C -2.04448 1.31394 -0.55300 0.020
O -1.61171 0.17110 -0.05882 0.008
C -3.49757 1.54944 -0.50107 0.002
C -4.35625 0.49207 -0.21325 0.005
C -5.72386 0.70718 -0.16168 -0.003
C -6.23433 1.97724 -0.39103 0.005
C -5.37791 3.03246 -0.67777 -0.002
C -4.01111 2.82265 -0.73535 0.003
C 2.96403 1.30099 -0.60204 0.066
O 2.22270 0.18570 -0.56467 0.288
H 5.09442 -1.50773 1.26183 0.001
H 3.82613 -1.54140 0.01383 0.001
H 3.59415 -0.59093 1.50987 0.007
H 6.18837 2.26104 -0.41652 0.000
H 5.22477 4.37293 -1.27287 0.002
H 2.76944 4.55428 -1.61102 0.000
H 0.59625 3.66257 -1.48113 0.001
H -3.94659 -0.49352 -0.04051 0.000
H -6.39298 -0.11493 0.05415 0.000
H -7.30200 2.14630 -0.34593 0.000
H -5.77767 4.02153 -0.85591 0.000
H -3.33511 3.63638 -0.95823 0.000
C -1.22425 -0.64624 3.09471 -0.002
S 0.42584 -0.53169 2.51769 0.011
O 0.51342 -1.48078 1.31531 0.020
O 1.33523 -0.82111 3.56643 -0.003
O 0.57320 0.81269 1.85866 0.011
H -1.37498 -1.65931 3.46135 0.000
H -1.89670 -0.41296 2.27156 0.001
H -1.33100 0.07256 3.90480 0.000
S 0.08761 -1.32544 -1.99898 0.005
C 0.02277 -2.87016 -1.17737 0.003
N 1.16109 -3.35223 -0.63497 -0.001
C 1.25588 -4.52609 0.00846 0.000
C 0.14888 -5.32813 0.11577 -0.001
C -1.04913 -4.88272 -0.43795 0.000
C -1.11510 -3.65682 -1.07749 -0.002
H 1.97384 -2.74647 -0.69268 0.000
H 2.22606 -4.78239 0.40740 0.000
H 0.22211 -6.27929 0.62052 0.000
H -1.93714 -5.49628 -0.36194 0.000
H -2.03510 -3.28299 -1.50141 0.000
```


> Look up the maximum force of the first one.

3.19 eV/A